[1]
# C15H25Cl3ORuSi

C15H25Cl3ORuSi as an isolated structure in a non-equilibrium geometry (ωB97M-V with the def2-TZVPD basis set, the Open Molecules 2025 dataset).

Geometry (Å):
C  -0.7326  0.7309  -1.8962
C  -0.8985  -0.6533  -2.3462
C  0.4081  -1.2064  -2.5382
C  -2.1622  -1.3137  -2.6758
C  1.3727  -0.1919  -2.3042
C  0.7049  0.9997  -1.9654
C  1.3287  2.3386  -1.8624
C  -1.7946  1.7577  -1.9790
C  0.6909  -2.5781  -2.9926
C  2.8451  -0.3583  -2.4134
Ru  -0.5511  -0.2442  -0.0181
Cl  -1.9486  -3.1632  -0.6520
Cl  -2.7863  -0.2325  0.5880
Cl  0.8565  -2.0336  0.5043
H  -3.0236  -0.6779  -2.4604
H  -2.2264  -2.2642  -1.9189
H  -2.1658  -1.6994  -3.7005
H  -0.0833  -3.2630  -2.6315
H  1.6603  -2.9225  -2.6117
H  0.7230  -2.6430  -4.0913
H  3.1627  -1.2945  -1.9354
H  3.3586  0.4785  -1.9247
H  3.1672  -0.3836  -3.4633
H  2.1975  2.3348  -1.1729
H  0.5949  3.1075  -1.5710
H  1.7262  2.6477  -2.8470
H  -2.7273  1.3486  -1.5847
H  -1.9476  2.0854  -3.0177
H  -1.5254  2.6331  -1.3805
O  0.6463  2.6119  1.1268
H  1.0771  2.9827  0.3169
C  1.3866  -0.9254  3.9498
Si  -0.1750  0.0472  3.6137
C  -1.7047  -0.9236  4.0586
C  -0.1358  1.6881  4.4979
C  -0.1815  0.4153  1.7639
C  0.1752  1.4006  0.9683
H  1.4783  -1.0594  5.0342
H  2.2708  -0.3825  3.5856
H  1.3640  -1.9082  3.4596
H  -1.8183  -0.9188  5.1476
H  -2.5901  -0.4724  3.5975
H  -1.6314  -1.9602  3.7125
H  0.7149  2.2911  4.1518
H  -1.0580  2.2501  4.2979
H  -0.0429  1.5245  5.5802

Properties
⟨S²⟩: 6.036
Energy relative to the best compared isomer or geometry (same formula, charge and spin): 4.1 kcal/mol
E_LUMO (alpha / beta): 0.1839 / 0.1823 hartree
Max |F|: 3.7 eV/Å
Frontier orbital gap (alpha / beta): 4.518 / 4.853 eV
Multiplicity: 5
Charge: -2

***

[2]
# C40H41ClN4O2PtTe

C40H41ClN4O2PtTe as an isolated structure (ωB97M-V with the def2-TZVPD basis set, the Open Molecules 2025 dataset).

Geometry (Å):
Pt  0.0117  -0.1441  0.4703
C  -0.6894  2.3725  4.2409
C  -1.3886  3.4435  3.7081
C  -1.4455  3.5945  2.3323
C  -0.8007  2.6633  1.5281
N  -0.1485  1.6127  2.0468
C  -0.0934  1.4766  3.3711
C  -0.7714  2.7773  0.0481
C  -0.9550  3.9907  -0.6013
C  -0.8445  4.0481  -1.9803
C  -0.5452  2.8887  -2.6776
C  -0.3765  1.7156  -1.9670
N  -0.4919  1.6579  -0.6390
H  -0.6120  2.2226  5.3071
H  -1.8881  4.1522  4.3529
H  -1.9958  4.4143  1.8963
H  0.4492  0.6145  3.7408
H  -1.1514  4.8865  -0.0335
H  -0.9773  4.9870  -2.4984
H  -0.4345  2.8838  -3.7518
H  -0.1459  0.7837  -2.4629
Te  3.2130  -0.1505  1.9881
C  4.6566  -0.5606  3.4760
C  5.0755  0.5014  4.2771
C  5.9677  0.2660  5.3101
C  6.4582  -1.0142  5.5277
C  6.0501  -2.0671  4.7226
C  5.1434  -1.8443  3.6965
C  4.4105  1.3260  1.1544
C  3.8259  2.5115  0.7139
C  4.6264  3.4895  0.1511
C  5.9920  3.2718  0.0037
C  6.5652  2.0822  0.4294
C  5.7797  1.1057  1.0220
H  4.7243  1.5109  4.0999
H  6.2911  1.0841  5.9385
H  7.1644  -1.1910  6.3264
H  6.4365  -3.0619  4.8927
H  4.8235  -2.6734  3.0769
H  2.7583  2.6655  0.8066
H  4.1888  4.4239  -0.1747
H  6.6127  4.0366  -0.4420
H  7.6272  1.9166  0.3095
H  6.2357  0.1951  1.3863
Cl  -4.9567  -4.9057  -0.7779
C  -3.7968  -3.8998  -0.0443
C  -2.4654  -4.3336  0.0479
C  -1.5491  -3.5610  0.7098
C  -1.9213  -2.3266  1.3140
C  -0.9864  -1.5545  2.0407
C  -3.2701  -1.8984  1.1613
C  -4.1890  -2.6666  0.4961
H  -2.1957  -5.2863  -0.3840
H  -0.5263  -3.9000  0.8110
H  -0.0726  -2.0543  2.3626
H  -1.3829  -0.8280  2.7424
H  -3.5701  -0.9601  1.6108
H  -5.2211  -2.3596  0.4052
C  2.5668  0.2136  -1.3922
O  2.0457  0.1708  -0.0863
H  1.8739  -0.2124  -2.1244
H  3.4955  -0.3651  -1.4378
H  2.7936  1.2444  -1.6831
C  -6.3983  -1.3715  -2.8253
C  -5.4888  -1.2578  -4.0364
N  -4.0729  -1.1496  -3.6677
C  -3.4297  0.1451  -3.8414
C  -3.8959  1.1832  -2.8313
C  -3.4558  -2.2961  -3.3184
O  -4.0072  -3.3842  -3.3355
C  -2.0246  -2.2715  -2.8467
C  -1.1485  -3.2463  -3.3166
C  0.1261  -3.3190  -2.7837
C  0.4768  -2.4428  -1.7704
N  -0.3684  -1.5256  -1.3000
C  -1.5881  -1.4380  -1.8353
H  -7.4366  -1.4541  -3.1418
H  -6.3127  -0.4969  -2.1812
H  -6.1522  -2.2642  -2.2501
H  -5.7307  -0.3734  -4.6274
H  -5.6044  -2.1294  -4.6807
H  -3.6546  0.4938  -4.8536
H  -2.3488  0.0114  -3.8036
H  -4.9556  1.3999  -2.9539
H  -3.3532  2.1183  -2.9672
H  -3.7490  0.8402  -1.8052
H  -1.4811  -3.9380  -4.0788
H  0.8388  -4.0534  -3.1304
H  1.4545  -2.4743  -1.3053
H  -2.2427  -0.6882  -1.4074

Properties
⟨S²⟩: 6.043
E_LUMO (alpha / beta): -0.2013 / -0.2755 hartree
Max |F|: 0.5 eV/Å
Frontier orbital gap (alpha / beta): 6.653 / 6.127 eV
Multiplicity: 5
Charge: +2

***

[3]
# C10H15NO

One molecule with the formula C10H15NO in a non-equilibrium geometry (ωB97M-V with the def2-TZVPD basis set, the Open Molecules 2025 dataset).

Geometry (Å):
C  -1.6652  1.1689  0.9377
C  -2.3082  0.3456  -2.0532
C  -2.6541  -2.3854  1.4722
C  -1.5134  -0.4076  -1.3707
C  -2.8507  -1.0754  1.5379
C  -0.8589  0.0993  0.2856
C  3.8855  1.3135  -0.4062
C  0.5626  -0.2851  0.6319
C  2.8462  0.2731  -0.0248
C  1.4092  0.5943  -0.3806
N  -1.9399  -0.1320  1.2935
O  -1.8732  2.2497  1.3397
H  -2.6600  -0.0599  -3.0306
H  -2.3859  1.3185  -1.7516
H  -3.4435  -3.0791  1.6821
H  -1.7677  -2.8731  1.0304
H  -1.0806  -1.2689  -1.8507
H  -3.6898  -0.5819  1.9074
H  3.4374  2.3454  -0.2843
H  4.1060  1.1759  -1.5157
H  4.9011  1.1643  0.0986
H  0.6857  -0.1274  1.6540
H  0.7429  -1.2268  0.2359
H  2.7492  0.0933  1.0138
H  3.1624  -0.5922  -0.5983
H  1.0119  1.6445  -0.3489
H  1.1909  0.3081  -1.5051

Properties
SMILES string: C=CN1C(=O)[C@@]1(C=C)CCCC
Energy relative to the best compared isomer or geometry (same formula, charge and spin): 139.9 kcal/mol
E_LUMO: 0.0329 hartree
Max |F|: 5.5 eV/Å
Frontier orbital gap: 9.482 eV

***

[4]
# C29H27F16N3O8

A 3-piece molecular cluster, C29H27F16N3O8 overall in a non-equilibrium geometry (ωB97M-V with the def2-TZVPD basis set, the Open Molecules 2025 dataset).

Geometry (Å):
C  5.2971  -1.5251  3.2511
C  4.2860  -0.5644  3.3644
C  2.9553  0.3929  3.6216
C  1.6463  -0.1094  2.7190
N  1.0159  -1.4115  3.1256
C  -0.1850  -1.7754  2.3004
C  -0.9838  -3.1883  2.6663
O  -0.4433  -3.9641  3.8261
N  0.7434  -4.4910  3.3861
O  1.4801  -4.6943  4.3378
C  -2.2853  -3.7435  1.8377
C  -3.0996  -5.1400  2.1131
C  -2.1411  -6.4720  2.2774
C  -4.2163  -5.0291  3.3473
C  -3.6082  -4.3303  4.7024
C  -2.8143  -2.7957  0.5712
O  -4.0024  -3.1510  -0.2695
C  -2.0314  -1.3902  0.2296
C  -0.6986  -0.8366  1.0751
N  -0.0953  0.4493  0.5834
C  1.0808  0.7609  1.4662
C  1.9164  2.1631  1.1016
C  1.1122  3.5263  1.5685
O  1.6508  4.5043  2.3433
O  -0.2644  3.6886  1.0528
C  -1.2552  3.7577  2.1381
C  -2.5022  2.6454  2.1863
O  -1.2852  4.6928  3.1119
H  6.2891  -2.1723  3.3928
H  2.6165  0.2249  4.7540
H  3.1750  1.5378  3.5229
H  -3.7556  -5.3378  1.1352
H  -2.6789  -7.3687  2.8523
H  -1.9010  -6.8798  1.1851
H  -1.1253  -6.2759  2.8248
H  -4.6988  -6.0962  3.5392
H  -5.0805  -4.3284  2.9263
H  -3.1730  -3.2503  4.5486
H  -4.5271  -4.2158  5.4551
H  -2.8621  -5.0705  5.2322
H  -4.2617  -2.2463  -0.6647
H  -2.4281  -0.7598  -0.6814
H  3.0393  2.1250  1.4282
H  1.9270  2.1937  -0.0918
H  -2.1138  1.5459  2.0708
H  -3.0897  2.7064  3.2236
H  -3.3274  2.8644  1.3599
C  0.0111  -2.1180  -4.4866
C  1.3203  -2.8819  -4.2359
C  1.5635  -4.0593  -5.1732
F  0.6107  -5.0121  -5.0566
F  2.7452  -4.6668  -4.8820
F  1.3708  -3.2685  -2.9331
F  2.3467  -1.9884  -4.3969
O  -1.0850  -2.4605  -3.6353
C  -1.8642  -3.5772  -4.0605
C  -1.8335  -4.7365  -3.0572
F  -0.5712  -5.2019  -2.8721
F  -2.5720  -5.7887  -3.5002
F  -1.4780  -3.9472  -5.3048
F  -3.1362  -3.1115  -4.1874
H  0.2161  -1.0659  -4.2520
H  -0.2757  -2.1093  -5.5450
H  1.6077  -3.7345  -6.2174
H  -2.2245  -4.4254  -2.0833
C  0.8714  7.4372  -2.6271
C  1.5653  8.8053  -2.5405
C  2.9234  8.8785  -3.2290
F  3.8221  8.0295  -2.6806
F  3.4552  10.1246  -3.1073
F  1.6510  9.1821  -1.2366
F  0.7345  9.7181  -3.1357
O  1.0105  6.5925  -1.4823
C  2.1909  5.7919  -1.4525
C  3.0966  6.1175  -0.2587
F  3.5140  7.4094  -0.2878
F  4.2182  5.3489  -0.2697
F  2.8312  5.8906  -2.6418
F  1.7602  4.5043  -1.3661
H  -0.2056  7.6388  -2.6841
H  1.0984  6.9079  -3.5603
H  2.8404  8.6578  -4.2977
H  2.5741  5.9530  0.6889

Properties
SMILES string: C#CCc1nc2c(ON=O)c([C@@H](C)CC)c(O)cc2nc1CC(=O)OC(C)=O.FC(F)C(F)(F)COC(F)(F)C(F)F.FC(F)C(F)(F)COC(F)(F)C(F)F
E_LUMO: -0.0736 hartree
Max |F|: 9.4 eV/Å
Frontier orbital gap: 6.996 eV